{
  "formula": "C5H13NO",
  "method": "wB97M-V/def2-TZVPD",
  "symbols": ["O", "C", "C", "H", "H", "H", "H", "H", "H", "H", "H", "C", "H", "H", "C", "H", "C", "N", "H", "H"],
  "xyz": [[-2.28, 1.54, -0.98], [-1.76, -0.85, -0.99], [-1.23, 0.59, -0.77], [0.24, -1.20, 0.81], [-1.55, 0.72, 1.43], [-2.34, -1.16, -0.13], [-2.44, -0.86, -1.84], [-0.40, 0.85, -1.42], [-2.46, 1.61, -1.91], [3.52, -0.39, -0.11], [0.65, -0.04, 2.05], [0.41, -0.13, 0.99], [-0.41, 1.83, 0.72], [2.63, -1.56, 0.91], [-0.77, 0.81, 0.68], [-0.95, -1.54, -1.22], [2.79, -0.51, 0.69], [1.62, 0.29, 0.25], [3.23, -0.03, 1.57], [1.50, 0.02, -0.72]],
  "lowdin_charge": [-0.05, -0.04, -0.43, 0.10, 0.12, 0.08, 0.07, 0.13, 0.07, 0.07, 0.11, -0.25, 0.12, 0.07, -0.15, 0.07, -0.14, -0.12, 0.07, 0.08],
  "de_lowest_ev": 1.1431,
  "largest_force_ev_per_a": 1.50,
  "energy_ha": -328.27684,
  "orbital_gap_ev": 10.134,
  "lumo_energy_ev": 0.94,
  "multiplicity": 1,
  "e_homo_ha": -0.3380,
  "smiles": "CNCC[C@@H](C)O"
}

***

{
  "formula": "C16H26N4O2S",
  "method": "wB97M-V/def2-TZVPD",
  "symbols": ["C", "H", "N", "N", "O", "H", "H", "C", "C", "C", "H", "C", "H", "H", "H", "C", "H", "H", "H", "C", "C", "H", "H", "H", "H", "H", "H", "N", "C", "H", "H", "H", "C", "N", "C", "H", "H", "H", "H", "C", "C", "H", "S", "C", "O", "C", "H", "H", "C"],
  "xyz": [[-4.96, 0.28, -1.94], [1.95, -1.70, 1.60], [-1.92, 2.17, -2.42], [2.84, 0.12, 1.44], [0.71, 3.23, -2.58], [3.39, 0.84, 1.87], [2.00, 0.30, 5.39], [1.76, -0.69, 3.50], [-5.01, -0.45, -4.34], [2.37, 0.30, 0.20], [0.88, -0.11, 3.20], [2.46, 1.72, -1.93], [-6.77, -2.31, -3.36], [3.10, 2.47, -2.39], [-4.46, -1.68, -2.67], [-5.20, -0.90, -2.90], [3.60, -2.74, 3.06], [-4.02, -0.04, -4.50], [5.57, -1.55, 3.90], [3.86, -0.67, 4.87], [-6.60, -1.47, -2.69], [-5.74, 0.32, -4.60], [5.03, -0.04, 3.17], [-5.63, 1.10, -2.19], [-6.72, -1.82, -1.67], [2.87, 1.08, 4.08], [4.44, -1.96, 1.72], [0.14, 1.12, -1.90], [3.86, -1.78, 2.62], [1.42, -1.61, 3.97], [-5.14, -1.29, -5.02], [2.28, 2.43, 0.11], [2.56, -1.06, 2.24], [-3.23, 1.94, -2.42], [2.60, 0.11, 4.50], [-5.17, -0.05, -0.91], [-7.35, -0.71, -2.89], [3.86, 1.75, -0.28], [4.45, -0.09, 5.58], [2.78, 1.63, -0.43], [1.02, 2.14, -2.18], [2.65, 0.75, -2.40], [-2.19, -0.22, -1.53], [-1.22, 1.19, -2.00], [1.69, -0.53, -0.38], [4.68, -0.98, 3.63], [3.58, -1.60, 5.36], [0.54, 0.27, -1.48], [-3.57, 0.78, -2.01]],
  "lowdin_charge": [-0.19, 0.14, 0.03, 0.11, 0.10, 0.14, 0.11, -0.14, -0.07, -0.46, 0.12, -0.09, 0.08, 0.12, 0.12, -0.45, 0.12, 0.07, 0.11, -0.21, -0.08, 0.09, 0.11, 0.13, 0.07, 0.11, 0.12, 0.10, -0.14, 0.12, 0.08, 0.14, -0.31, 0.01, -0.20, 0.12, 0.08, 0.12, 0.11, -0.08, -0.47, 0.12, 1.07, -0.59, 0.04, -0.20, 0.12, 0.09, -0.61],
  "de_lowest_ev": 1.2072,
  "largest_force_ev_per_a": 1.76,
  "energy_ha": -1393.01780,
  "orbital_gap_ev": 9.079,
  "lumo_energy_ev": 0.44,
  "multiplicity": 1,
  "e_homo_ha": -0.3173,
  "smiles": "CC(C)Cc1nnc(NC(=O)CCC(=O)NC2CCCCC2)s1"
}

***

{
  "formula": "C32H20CoN10O6SSe",
  "method": "wB97M-V/def2-TZVPD",
  "symbols": ["C", "O", "C", "C", "C", "C", "C", "C", "C", "C", "C", "C", "N", "O", "H", "C", "N", "S", "H", "H", "C", "C", "C", "H", "C", "C", "H", "C", "C", "N", "H", "C", "C", "C", "Se", "H", "C", "H", "H", "N", "N", "H", "C", "H", "C", "C", "H", "O", "C", "H", "C", "H", "H", "H", "H", "N", "N", "N", "C", "C", "O", "C", "C", "Co", "H", "O", "H", "O", "N", "H", "N"],
  "xyz": [[-0.11, 2.72, 0.98], [1.26, 0.23, -1.02], [3.11, -0.90, -4.47], [3.65, -2.60, 2.81], [-6.01, 0.85, -0.38], [4.46, -3.18, 1.82], [1.15, -0.41, 5.42], [-2.40, -1.29, 0.48], [-6.26, 1.99, -1.09], [-5.47, 2.36, -2.18], [1.19, -0.46, -5.67], [1.61, -1.21, 3.36], [-4.72, -1.15, 0.07], [-0.66, -0.60, -7.03], [-0.46, 0.41, -4.57], [-0.05, 4.11, 1.20], [3.34, -2.13, 6.38], [-1.00, -2.33, 0.41], [-1.11, 5.89, 1.92], [-3.73, 1.82, -3.39], [2.44, -0.51, -3.34], [4.01, -2.61, 4.23], [-4.43, 1.51, -2.55], [3.06, -1.13, -6.60], [-2.43, 2.76, 1.59], [0.49, -0.07, -4.57], [0.84, 4.65, 0.87], [2.51, -1.87, 2.39], [1.17, -0.07, -3.34], [0.57, -0.51, 2.80], [-3.45, 2.29, 1.75], [-2.31, 4.14, 1.89], [-4.93, 0.04, -0.66], [0.09, 0.32, 4.93], [4.91, -3.01, 6.50], [-3.11, 4.72, 2.31], [-1.12, 4.85, 1.65], [-6.72, 0.57, 0.45], [4.65, -3.84, -0.07], [-3.64, -1.79, 0.32], [2.22, -1.76, 1.08], [-7.03, 2.68, -0.73], [0.47, 0.38, -2.06], [0.76, 2.23, 0.60], [3.06, -2.03, 5.10], [-0.17, 0.31, 3.58], [1.37, -0.49, 6.50], [5.17, -1.33, -5.25], [2.56, -0.81, -5.67], [5.38, -3.67, 2.13], [-1.28, 2.06, 1.16], [-3.13, -0.14, -1.83], [2.70, -2.39, -0.79], [2.93, -0.34, -2.39], [-1.01, 0.85, 3.34], [4.46, -1.41, -4.27], [-1.26, 0.69, 0.76], [-2.33, 0.07, 0.76], [1.89, -1.24, 4.69], [3.00, -2.42, 0.20], [1.20, -0.39, -7.99], [-4.03, 0.42, -1.69], [4.03, -3.25, 0.59], [0.57, -0.48, 0.72], [-5.72, 3.18, -2.85], [4.79, -1.80, -3.17], [-0.29, 0.97, 5.69], [-0.72, 0.80, -2.06], [5.07, -3.15, 4.73], [-5.59, -1.62, 0.48], [0.53, -0.51, -6.99]],
  "lowdin_charge": [-0.02, -0.16, -0.15, -0.04, -0.05, 0.01, 0.01, -0.73, -0.09, -0.07, -0.09, -0.11, 0.06, 0.11, 0.13, -0.05, -0.20, 0.74, 0.11, 0.13, 0.04, -0.38, -0.03, 0.16, 0.01, 0.09, 0.12, -0.11, -0.09, 0.06, 0.13, -0.06, -0.24, 0.00, 1.18, 0.10, -0.05, 0.14, 0.13, 0.05, 0.05, 0.12, -0.50, 0.10, -0.32, -0.06, 0.14, 0.11, 0.09, 0.14, -0.28, 0.08, 0.09, 0.13, 0.08, -0.34, 0.01, 0.06, -0.11, -0.04, 0.09, 0.02, -0.03, 0.57, 0.11, 0.08, 0.12, 0.01, -0.20, 0.21, -0.37],
  "de_lowest_ev": 0.7677,
  "largest_force_ev_per_a": 4.26,
  "energy_ha": -6412.36536,
  "orbital_gap_ev": [6.681, 6.464],
  "total_charge": 1,
  "lumo_energy_ev": [-4.32, -5.24],
  "multiplicity": 5,
  "e_homo_ha": [-0.4044, -0.4299]
}

***

{
  "formula": "C15H31NO6P2S",
  "method": "wB97M-V/def2-TZVPD",
  "symbols": ["C", "H", "N", "H", "C", "H", "H", "O", "C", "H", "C", "C", "C", "C", "P", "C", "C", "H", "C", "H", "O", "H", "C", "H", "H", "H", "O", "O", "H", "H", "H", "C", "H", "H", "H", "H", "H", "H", "O", "H", "P", "H", "H", "H", "C", "H", "H", "S", "H", "C", "H", "O", "H", "H", "C", "H"],
  "xyz": [[0.38, -2.44, 0.87], [2.16, -2.92, -1.46], [-3.85, 0.10, 1.58], [3.66, 3.02, 1.58], [-2.83, 1.08, 1.32], [-1.27, 0.01, -4.94], [1.94, 2.83, 1.39], [2.69, 0.66, 0.55], [-1.55, 0.30, 0.76], [1.54, -1.31, 2.31], [-0.59, 0.79, -4.64], [1.72, -1.85, 1.38], [2.07, -2.01, -2.04], [-1.89, -1.19, 1.04], [-2.48, 1.86, 3.02], [0.90, -2.05, -3.02], [-0.30, 1.58, -1.07], [-2.40, 1.07, -1.10], [-1.47, 0.64, -0.75], [0.14, -2.16, -0.15], [-0.49, 0.81, 1.55], [-1.35, -2.95, 2.05], [2.79, 2.54, 2.01], [0.31, 0.75, -5.26], [-0.35, 2.51, -0.52], [-1.53, 2.87, 2.80], [4.04, -1.44, 0.01], [1.86, -0.87, -1.17], [-1.89, 0.86, 3.80], [1.24, -2.19, -4.03], [2.57, 2.87, 3.01], [-0.84, -2.04, 1.75], [-1.25, -0.28, -1.29], [3.85, 0.70, 2.25], [0.47, -3.52, 0.91], [-0.95, 2.56, -2.85], [-3.13, 1.94, 0.75], [-0.53, -1.54, 2.66], [-0.28, 0.64, -3.27], [0.18, -2.83, -2.77], [2.68, -0.89, 0.18], [-2.20, -1.56, 0.08], [2.10, 0.63, 2.57], [2.98, -1.82, -2.60], [2.87, 1.03, 1.93], [-1.09, 1.74, -4.84], [2.37, -2.67, 1.64], [-4.11, 2.52, 3.86], [0.37, -1.11, -2.95], [-3.08, -1.03, 2.02], [0.61, 1.07, -0.77], [-3.28, -1.66, 3.04], [0.81, 2.29, -2.75], [-4.47, -0.14, 0.81], [-0.18, 1.85, -2.56], [0.32, 0.35, 1.30]],
  "lowdin_charge": [-0.17, 0.11, 0.03, 0.08, -0.39, 0.09, 0.07, -0.20, -0.41, 0.07, -0.09, -0.18, -0.23, -0.14, 0.38, -0.05, -0.15, 0.12, -0.09, 0.09, -0.07, 0.12, -0.06, 0.09, 0.13, -0.02, -0.25, -0.23, -0.01, 0.08, 0.08, -0.13, 0.10, 0.13, 0.11, 0.12, 0.12, 0.12, -0.24, 0.07, 0.47, 0.15, 0.10, 0.12, -0.27, 0.08, 0.10, 0.09, 0.04, -0.39, 0.08, 0.14, 0.13, 0.14, -0.21, 0.06],
  "de_lowest_ev": 0.0000,
  "largest_force_ev_per_a": 2.15,
  "energy_ha": -2177.27049,
  "orbital_gap_ev": 8.607,
  "lumo_energy_ev": 0.33,
  "multiplicity": 1,
  "e_homo_ha": -0.3043,
  "smiles": "CCOP(=O)(CCC[C@H]1C(=O)N[C@@H]([PH2]=S)[C@]1(O)CCCOC)OCC"
}

***

{
  "formula": "C5H15N",
  "method": "wB97M-V/def2-TZVPD",
  "symbols": ["H", "H", "H", "H", "H", "C", "H", "H", "H", "H", "C", "H", "H", "C", "C", "H", "C", "H", "H", "H", "N"],
  "xyz": [[0.72, -1.98, -5.06], [-0.59, 0.73, 4.49], [1.17, 1.46, 2.28], [1.21, -0.50, -3.73], [0.87, -0.08, 4.29], [0.36, 1.56, 2.86], [-0.81, 2.43, 1.26], [-1.10, 0.68, 1.83], [-0.70, -2.71, -3.92], [-1.67, 2.19, 2.78], [0.27, -2.17, -4.08], [0.97, -2.78, -3.58], [-0.13, -0.50, 2.90], [-0.93, 1.73, 2.13], [-0.07, -0.56, -2.28], [0.66, -1.03, -1.61], [0.01, 0.27, 3.70], [0.04, 0.58, -2.27], [0.48, 2.45, 3.53], [-1.01, -0.96, -1.94], [0.25, -0.80, -3.59]],
  "lowdin_charge": [0.08, 0.08, 0.05, 0.10, 0.06, -0.33, 0.09, 0.06, 0.10, 0.07, -0.15, 0.04, 0.09, -0.16, -0.20, 0.07, -0.12, 0.11, 0.11, 0.07, -0.24],
  "de_lowest_ev": 2.3438,
  "largest_force_ev_per_a": 4.53,
  "energy_ha": -254.15598,
  "orbital_gap_ev": 9.584,
  "lumo_energy_ev": 0.96,
  "multiplicity": 1,
  "e_homo_ha": -0.3169,
  "smiles": "CCC.CNC"
}